[1]
Formula: C7H10
Source: the Open Molecules 2025 dataset
Level of theory: the ωB97M-V functional and the def2-TZVPD basis

ORCA input file:
```
! wB97M-V def2-TZVPD RIJCOSX def2/J DEFGRID3
* xyz 0 1
C -0.4187 1.6062 0.3733
H 2.3681 -0.2274 0.6919
H 2.5621 1.3363 0.1969
C -1.8006 -0.2386 -0.2334
H -0.2210 2.5546 -0.0470
C 0.5022 0.5800 -0.0526
C 0.1871 -1.9746 -0.3027
C -1.9318 1.1156 0.1057
H -2.9604 -1.0032 -0.2498
H -0.3234 -2.5341 0.5121
H 0.0752 -2.5479 -1.3525
H 2.1734 -0.0545 -0.9512
C 1.9356 0.5343 -0.0191
C -0.2306 -0.5943 -0.1995
H -2.8756 1.6820 0.2206
H 1.2714 -1.9562 -0.0803
H -0.3129 1.7218 1.3876
*
```

Results
HOMO, eV: -7.928
Energy above the lowest of the compared OMol25 structures with the same formula, charge and spin, kJ/mol: 338.6
Largest force on an atom, eV/A: 5.2
E_LUMO, eV: 1.0
Frontier orbital gap, eV: 8.91

[2]
Formula: C7H10
Source: the Open Molecules 2025 dataset
Level of theory: the ωB97M-V functional and the def2-TZVPD basis

ORCA input file:
```
! wB97M-V def2-TZVPD RIJCOSX def2/J DEFGRID3
* xyz 0 1
C 0.8812 -1.2869 0.1615
H -1.7026 -0.3491 -1.2993
C 0.5042 1.6213 0.5865
H 0.4693 2.6390 0.9710
H -1.0848 1.0167 2.0768
H -0.0080 -1.9523 -1.6921
H 1.7444 -0.6935 0.4748
C -0.7505 -0.1797 -0.7909
H 1.5105 1.2847 0.3527
C -0.5381 0.7320 1.1822
C -0.6882 1.2644 -0.2449
C 0.4347 -1.0306 -1.2991
H 1.1514 -0.6540 -2.0325
H 1.0826 -2.3307 0.4175
H -1.3557 2.0457 -0.5985
H -1.1687 -1.4204 1.0961
C -0.4817 -0.7066 0.6383
*
```

Results
SMILES: C1C[C@H]2[C@@H]1[C@H]1C[C@@H]21
HOMO, eV: -9.017
Energy above the lowest of the compared OMol25 structures with the same formula, charge and spin, kJ/mol: 262.2
Largest force on an atom, eV/A: 0.3
E_LUMO, eV: 1.2
Frontier orbital gap, eV: 10.25

[3]
Formula: C7H10
Source: the Open Molecules 2025 dataset
Level of theory: the ωB97M-V functional and the def2-TZVPD basis

ORCA input file:
```
! wB97M-V def2-TZVPD RIJCOSX def2/J DEFGRID3
* xyz 0 1
C -1.5482 -0.4839 0.1474
H 0.2820 1.7685 -1.1766
H -2.0299 1.8368 0.3574
H 2.6352 -0.8101 0.7497
H 1.0614 -0.8099 -1.0923
C 0.7874 -0.2474 -0.1899
H 2.7104 0.7454 -0.0835
C -1.3746 0.2136 -1.1783
H 1.8940 0.6241 1.4842
H -2.5096 -0.9180 0.4098
H -0.0999 -0.9108 1.7037
C -0.2272 -1.0798 0.6257
C -1.4215 1.0009 0.0493
C 2.0729 0.1065 0.5368
C -0.1217 0.8789 -0.6971
H -0.1472 -2.1539 0.4336
H -1.9119 0.1883 -2.1097
*
```

Results
SMILES: C[C@H]1C[C@H]2[C@@H]3[C@H]2[C@@H]31
HOMO, eV: -9.367
Energy above the lowest of the compared OMol25 structures with the same formula, charge and spin, kJ/mol: 187.7
Largest force on an atom, eV/A: 0.3
E_LUMO, eV: 1.2
Frontier orbital gap, eV: 10.59

[4]
Formula: C7H10
Source: the Open Molecules 2025 dataset
Level of theory: the ωB97M-V functional and the def2-TZVPD basis

ORCA input file:
```
! wB97M-V def2-TZVPD RIJCOSX def2/J DEFGRID3
* xyz 0 1
H -0.9311 0.7713 1.4401
C 1.2855 -0.6832 -0.3924
C -0.1116 -0.5496 -1.0364
H -1.9856 -1.8190 0.5718
H 2.0817 -1.2325 -0.8865
H -2.1244 1.5364 0.3498
H 0.4983 -0.5366 1.7014
C 1.2904 0.7708 0.0104
C -0.1137 1.0152 -0.5794
C -1.4529 -0.3291 -0.5105
C 1.3373 -0.3156 1.0473
H -2.3272 -1.4886 -0.0710
H 2.0906 1.4998 -0.0837
H 2.3109 -0.4400 1.5164
H -0.1045 -0.8825 -2.0785
H -0.1953 1.7871 -1.3414
C -1.2867 0.8374 0.4088
*
```

Results
HOMO, eV: -7.689
Energy above the lowest of the compared OMol25 structures with the same formula, charge and spin, kJ/mol: 697.9
Largest force on an atom, eV/A: 0.4
E_LUMO, eV: 1.1
Frontier orbital gap, eV: 8.75

[5]
Formula: C7H10
Source: the Open Molecules 2025 dataset
Level of theory: the ωB97M-V functional and the def2-TZVPD basis

ORCA input file:
```
! wB97M-V def2-TZVPD RIJCOSX def2/J DEFGRID3
* xyz 0 1
H 1.7077 0.7108 3.1229
C 0.2505 -0.0415 -0.4544
H 0.9425 0.3249 -1.2156
C 0.6491 -0.0091 0.8412
H -0.0095 0.5407 1.5169
H -1.7389 -1.8587 0.1684
C -1.1244 -0.1620 -0.9434
H -2.5387 0.6116 -2.3696
C 1.9532 -0.3671 1.3635
H -1.8501 1.7908 -1.2644
H -0.8225 1.0929 -2.6159
H 2.6279 -0.9522 0.7483
C -1.6159 0.9278 -1.8846
H 3.4602 0.1355 2.7676
H -2.4286 -1.6758 -1.5536
C 2.4167 0.1857 2.4927
C -1.8792 -1.2545 -0.7201
*
```

Results
SMILES: C=C/C=C/C(=C)C
HOMO, eV: -7.827
Energy above the lowest of the compared OMol25 structures with the same formula, charge and spin, kJ/mol: 307.5
Largest force on an atom, eV/A: 1.6
E_LUMO, eV: 0.4
Frontier orbital gap, eV: 8.23

[6]
Formula: C7H10
Source: the Open Molecules 2025 dataset
Level of theory: the ωB97M-V functional and the def2-TZVPD basis

ORCA input file:
```
! wB97M-V def2-TZVPD RIJCOSX def2/J DEFGRID3
* xyz 0 1
H 1.7599 -2.0162 0.9646
C 0.4098 0.3454 -1.0370
H -0.1634 2.5055 0.9953
H 0.3939 -0.1884 2.2819
H 1.5377 -1.4647 -1.6502
H -1.3603 -0.1258 0.0249
C 0.4039 -0.3396 1.2062
C 1.1023 -1.2617 0.5403
C 0.7537 -1.1764 -0.9397
C -0.4510 0.4664 0.2357
H -1.6420 1.6839 1.5327
H -0.9964 -2.2495 -0.4531
H -1.5339 2.2989 -0.1179
H 1.3446 0.9125 -0.9223
C -0.9598 1.8236 0.6852
C -0.5145 -1.8457 -1.3779
H -0.0845 0.6317 -1.9685
*
```

Results
HOMO (spin up / spin down), eV: -8.450 / -8.428
Energy above the lowest of the compared OMol25 structures with the same formula, charge and spin, kJ/mol: 457.4
Largest force on an atom, eV/A: 0.5
E_LUMO (spin up / spin down), eV: -0.3 / -0.3
Frontier orbital gap (spin up / spin down), eV: 8.15 / 8.14

[7]
Formula: C7H10
Source: the Open Molecules 2025 dataset
Level of theory: the ωB97M-V functional and the def2-TZVPD basis

ORCA input file:
```
! wB97M-V def2-TZVPD RIJCOSX def2/J DEFGRID3
* xyz 0 1
C -1.9207 -0.9677 -0.8966
C -0.5287 1.4043 0.2287
H -2.4094 -1.8532 -1.2952
H 2.6737 0.8665 1.8237
H -2.5183 -0.3343 -0.2450
H 0.6342 0.9627 -1.5171
H -1.3513 1.8833 -0.3124
H -0.1286 -1.3901 -1.8641
H 0.5998 -1.4961 2.0706
C 1.3667 -0.2963 0.0677
C -0.6552 -0.6979 -1.2036
C 1.1609 -0.8082 1.4573
H -0.9457 0.9119 1.1146
C 0.2122 0.4137 -0.6607
C 1.9926 0.1775 1.3467
H 0.1526 2.1878 0.5798
H 1.9752 -0.8943 -0.6227
*
```

Results
SMILES: C=C[C@@H](C)C1C=C1
HOMO, eV: -9.211
Energy above the lowest of the compared OMol25 structures with the same formula, charge and spin, kJ/mol: 302.3
Largest force on an atom, eV/A: 0.3
E_LUMO, eV: 1.2
Frontier orbital gap, eV: 10.43

[8]
Formula: C7H10
Source: the Open Molecules 2025 dataset
Level of theory: the ωB97M-V functional and the def2-TZVPD basis

ORCA input file:
```
! wB97M-V def2-TZVPD RIJCOSX def2/J DEFGRID3
* xyz 0 1
C 0.3265 -1.0291 1.3324
H 0.2932 -1.6118 2.2486
C 1.1165 0.8844 -0.8512
C 0.1502 -0.1394 -1.5648
H 1.9980 0.4529 -0.3732
H 1.1216 -1.3122 0.6494
C -0.9155 0.0349 -0.5805
H -0.1102 0.1687 -2.5816
H -0.2550 0.8373 2.4584
H -0.1616 -1.2826 -1.6938
C -1.0009 -0.6391 0.7888
C -0.1403 0.4000 1.4645
H -1.5618 -0.9510 -1.3804
H -1.9414 -1.0565 1.1418
C -0.0546 1.2244 0.1474
H -0.3148 2.2783 0.2591
H 1.4500 1.7405 -1.4649
*
```

Results
HOMO, eV: -8.511
Energy above the lowest of the compared OMol25 structures with the same formula, charge and spin, kJ/mol: 686.5
Largest force on an atom, eV/A: 3.7
E_LUMO, eV: 0.8
Frontier orbital gap, eV: 9.27